# 1
Here is a molecular structure, C35H37NO3P2Sn from the Open Molecules 2025 dataset. Energies are from the ωB97M-V functional and the def2-TZVPD basis.

Values from the calculation:
LUMO energy (alpha / beta) = -9.75 / -10.14 eV
orbital gap (alpha / beta) = 2.7 / 2.4 eV

The geometry in ORCA input format:
```
! RIJCOSX wB97M-V def2-TZVPD def2/J DEFGRID3
* xyz 2 1
P 6.18704 6.29912 0.24753
H 4.74203 1.25538 6.44062
C 7.38391 5.14890 0.98119
H 3.66479 5.65332 -3.94440
H 2.37416 5.10969 -1.81870
H 6.61486 7.64282 7.34357
H 9.93533 9.42978 1.23133
C 7.03145 6.90394 6.65516
C 5.37231 3.24803 3.75336
H 3.88177 0.59038 2.27178
H -0.62829 -2.81206 -0.84432
H 3.62041 -0.11328 4.63922
H 9.02479 8.89925 -2.96055
C 8.29982 6.36636 6.89794
C 5.07590 2.30801 2.74753
H 5.32059 6.93584 5.34420
H 8.88043 6.68729 7.76710
C 6.29885 6.49917 5.53811
C 9.31868 8.98960 0.44384
C 4.73113 1.60722 5.40842
O 2.32188 2.05798 0.78632
H 5.08040 3.79124 -4.78955
C 8.24409 8.16335 0.77994
C 6.67579 4.38455 -1.82740
H 1.20711 -1.42581 -3.13093
H 2.59798 0.33180 -2.14308
C 0.61765 -1.92745 0.65999
H 10.46493 9.87230 -1.16696
C 3.14871 -1.82338 0.53224
H 9.81778 4.98618 6.19457
C 7.09615 4.45418 2.10378
C 4.15981 0.80813 4.40891
C 4.29933 1.20054 3.07353
C 6.80783 5.52011 4.65981
C 7.72253 7.88496 -1.57283
C 2.58897 -0.66982 -1.70681
H 7.09946 7.46000 -2.35987
H 3.91593 0.04246 -0.22852
H -0.30256 -1.62668 1.17536
C 4.82350 5.92552 -2.15119
H 8.02549 7.94889 1.82749
H 3.18307 -2.85544 0.18120
N 1.95739 2.52844 1.92281
C 5.92363 5.48033 -1.38895
H 2.31828 -3.47989 -1.26999
H 7.48489 3.98862 -1.21382
C 2.20048 4.32827 -1.06246
C 8.08425 4.99871 4.90636
H 2.07155 3.38057 -1.58724
Sn 3.80975 4.13759 0.44154
C 3.61399 -0.92341 -0.63718
C 1.74997 -1.59486 -2.18797
H 5.45031 2.41641 1.72107
C 8.82681 5.41448 6.01959
O 1.27451 1.88845 2.71558
C 1.41861 -2.93075 -1.57526
C 9.61270 9.24458 -0.90275
H 4.51759 -1.38866 -1.06770
O 2.39011 3.75200 2.22956
C 1.80419 -1.47924 1.09214
H 8.36267 5.07000 0.49105
H 7.66454 3.55926 2.40031
C 5.27175 2.86017 5.09920
C 5.30890 4.25694 -3.83053
C 6.38320 3.79749 -3.06127
H 7.00980 2.98238 -3.41907
H 4.17205 6.71007 -1.75627
P 5.76015 4.96925 3.21733
C 4.52472 5.31605 -3.36470
H 8.51225 4.25759 4.23103
H 3.89064 -1.74162 1.34076
H 1.28402 4.52775 -0.47024
C 8.80754 8.69989 -1.90955
C 0.38561 -2.94216 -0.42505
C 7.46624 7.56500 -0.23353
H 0.95748 -3.50798 -2.38837
H 0.40919 -3.95718 0.00866
H 5.65559 3.51095 5.88810
H 1.85990 -0.80682 1.95824
*
```

Löwdin atomic charge list, values in e, 8 entries: P 1.020; H 0.129; C -0.317; H 0.128; H 0.009; H 0.122; H 0.121; C -0.054


# 2
Here is a molecular structure, C35H38As2N10O10V from the Open Molecules 2025 dataset. Energies are from the ωB97M-V functional and the def2-TZVPD basis.

Values from the calculation:
LUMO energy (alpha / beta) = -6.33 / -6.36 eV
orbital gap (alpha / beta) = 6.1 / 7.2 eV

The geometry in ORCA input format:
```
! RIJCOSX wB97M-V def2-TZVPD def2/J DEFGRID3
* xyz 2 4
H 0.51764 -2.78018 2.01330
N 4.17880 -1.92549 0.26902
N 0.98219 -1.46650 4.60600
C -2.09146 1.42825 -2.17168
H -2.30721 -2.14012 3.04045
H -3.01806 0.19968 -4.96129
C 2.53542 1.09965 -1.83597
N 2.46624 -2.09422 -1.05455
H 2.69409 5.25716 -1.99654
H -4.82142 -2.91046 1.87230
C -1.45765 0.18127 -2.01381
H 3.74186 -0.28523 -4.48705
H -2.09674 -0.73823 0.47736
H 3.00393 -1.85545 3.00271
C -0.86079 -0.42059 4.29222
O 0.68910 -3.88732 -0.16278
N 0.41077 -5.80108 0.99670
C 4.44160 -0.44994 2.22638
C -2.70365 1.98960 -0.96995
N 4.43440 -2.99150 -0.51855
H 5.95145 -0.97328 0.78779
C 1.26693 -0.28570 4.16633
H 5.50667 -2.31723 1.82976
H 1.38084 4.15060 -1.52870
N -1.51172 -2.49798 -0.62525
H 3.07349 3.58393 -1.55601
H -5.52914 0.45780 1.93185
C -2.23436 -3.64861 -0.79723
C 2.93748 1.48373 3.57796
C 0.54757 2.16099 -2.96227
O -1.96419 -1.25607 -3.92751
H -1.09680 4.74336 -4.25725
C 4.85181 0.87762 2.24926
O 0.14116 0.45603 3.99998
As -1.31642 2.29362 -3.73729
H 3.28740 -3.83555 -2.05897
H 2.32485 2.23485 4.05963
H 2.01020 -0.08531 -4.13859
O 3.38550 0.71294 -2.76244
C 1.37581 3.01710 -3.88933
H 0.50153 -6.34567 0.15632
C 1.07554 1.27306 -2.12893
H 4.45242 2.85978 2.95140
C -4.46038 -2.01265 1.37105
C -2.81385 -1.18377 3.08779
N 0.37722 -3.77120 2.06338
O 2.91959 1.24522 -0.68984
H -2.70146 4.37510 -3.61722
H -4.78798 3.31187 0.17158
C -4.07777 1.26069 3.28690
C -3.97730 -0.96077 2.35799
V 0.45101 -2.22482 -1.18290
C 5.11612 -1.44800 1.30098
H -3.23054 3.67314 0.93503
C 3.32102 -0.81919 2.96304
C -4.61672 0.26477 2.48283
C 0.50058 -4.47315 0.94109
H -3.79345 -1.38163 -4.76802
As 0.09305 0.12842 -0.81988
N -3.38060 -2.43326 0.46684
O -0.12791 -1.57560 -2.79114
C -2.86548 1.07504 3.92876
C 2.98677 0.39736 -4.10909
H -0.52332 0.91092 1.51415
O -2.85843 1.33935 0.05783
C 3.39692 -3.07135 -1.30766
H 5.74068 1.17323 1.70609
H 0.30293 -4.16454 2.98807
C -2.28707 -1.75089 0.15737
H 2.60326 -0.51586 0.40065
N -0.38497 -1.55630 4.68167
C 4.11593 1.83203 2.94106
H -2.42890 1.87408 4.51374
C 2.54791 0.14631 3.60940
H 0.29169 -6.29089 1.86688
H -0.24160 2.29576 0.44456
H -3.96501 4.84977 -0.19174
O 2.22691 3.91675 -3.43181
C -3.82311 3.79761 0.03012
C -3.19934 -0.62133 -4.27046
C -1.63532 4.20573 -3.47738
C 0.11669 1.31230 0.73156
H -5.27839 -1.61566 0.77044
O 1.20693 2.86805 -5.07480
N -3.36384 -3.63706 -0.13886
C -2.22869 -0.15823 3.83375
C 3.00892 -1.39820 -0.05375
H -4.59736 2.20366 3.38977
H -3.71767 -0.25873 -3.38294
H 1.15026 1.37262 1.06719
H -1.90727 -4.47978 -1.39997
H 2.97858 1.29135 -4.72752
C 2.34175 4.23135 -2.03675
H -1.34244 4.56792 -2.49659
O -3.14769 3.23477 -1.10268
C -1.18797 -0.82160 -2.95534
*
```

Löwdin atomic charge list, values in e, 8 entries: H 0.097; N -0.058; N 0.110; C -0.305; H 0.120; H 0.074; C -0.559; N -0.041


# 3
Here is a molecular structure, C35H38BIN6OSW from the Open Molecules 2025 dataset. Energies are from the ωB97M-V functional and the def2-TZVPD basis.

Values from the calculation:
LUMO energy (alpha / beta) = -6.43 / -6.40 eV
orbital gap (alpha / beta) = 7.2 / 7.4 eV

The geometry in ORCA input format:
```
! RIJCOSX wB97M-V def2-TZVPD def2/J DEFGRID3
* xyz 2 3
C -0.07921 -3.93598 -1.19674
H -0.06760 -0.76768 -3.92798
C 0.20833 -2.40079 3.55291
N -0.07765 -1.84928 -1.93500
H 0.75808 4.16284 -0.99475
B -0.12259 -0.53686 -2.76700
H -5.43299 0.98965 3.74911
C -5.47190 1.59608 1.69147
H 0.18563 6.37131 0.47066
C -2.13732 3.92111 0.99136
H 5.80017 0.72247 3.38587
C -4.85673 1.51734 0.45447
H -2.41994 -0.73485 -4.94314
N 1.08044 0.32114 -2.32208
C 3.52442 0.83805 0.27403
H 2.01835 -0.06941 -5.00035
H -0.83839 -3.11263 -4.31765
H -5.28765 2.03031 -0.39600
H -1.76763 5.72705 2.11098
C -2.55927 0.29961 -4.62950
H 5.32823 2.87900 2.28221
H -6.38291 2.16841 1.80198
C -0.37122 -4.71852 3.24687
H -1.76773 0.89697 -5.08008
H 0.44415 4.87323 1.36554
C -0.19707 4.58116 -0.67746
H 1.07869 1.41779 -4.87859
C -3.15993 0.11970 1.41323
H 3.40681 -1.30027 0.47098
C -0.12421 -3.06418 -0.11933
H -0.04155 -4.61536 -3.84521
H -0.62178 5.15475 -1.50366
C -0.40311 -4.55328 1.87127
C 4.62858 -0.42275 2.00216
C 1.09615 0.88786 1.95668
H -2.28568 -0.53437 1.29406
C -3.03379 0.63453 -0.99812
C 1.99410 0.92444 -4.55333
C -3.57361 0.74018 -2.27513
H 2.84173 1.48921 -4.93370
H 4.06801 1.58353 -2.49815
H 0.45276 -1.56338 4.18962
C 3.10237 1.19940 -2.21924
S -1.29262 3.16759 -0.42909
C 2.06712 0.84423 -3.06903
C -0.12421 -3.30765 1.31507
W -0.12650 0.09873 0.37326
C -0.00098 -3.53239 -3.76150
C 4.89614 1.96686 1.89396
H -3.34694 -0.33105 3.50108
H 0.51755 -1.27737 1.77754
C -3.76827 0.19656 2.65663
N -1.73847 0.29171 -1.08929
H -3.51441 0.64451 -5.01764
C -2.54496 0.41385 -3.14563
C 5.16047 0.75365 2.51452
H 1.82026 0.23812 2.44175
C 2.69302 0.84918 -0.93871
H 4.86120 -1.37148 2.46657
C -4.93261 0.93639 2.79206
C 3.81148 -0.38184 0.88292
C 0.17719 -2.26260 2.17704
H -0.05071 -5.01062 -1.17468
N -0.12693 -1.79588 -0.57071
H -1.80788 3.31456 1.83942
H 0.92125 -3.18723 -4.22857
C -0.06485 -3.65499 4.08559
H -2.24744 6.01277 0.44549
C -0.05434 -3.13374 -2.32962
N -1.45089 0.15237 -2.41094
H -0.65332 -5.39022 1.23325
O -0.31021 2.14365 0.21383
H -4.59071 0.96783 -2.54088
N 1.44013 0.35208 -0.99928
I -0.37346 1.30745 3.47324
H 3.89336 2.95414 0.27315
H -3.20874 3.79208 0.86223
C -3.68270 0.77634 0.30538
H -0.58864 -5.68912 3.67063
H 1.54777 1.84223 1.71801
C -1.64967 5.36594 1.09032
C 4.08909 2.01007 0.76673
H -0.03309 -3.80204 5.15623
C -0.19618 5.36420 0.62974
*
```

Löwdin atomic charge list, values in e, 8 entries: C 0.075; H 0.123; C -0.065; N 0.055; H 0.102; B -0.481; H 0.119; C -0.045


# 4
Here is a molecular structure, C35H38F3N3O4S2Ti from the Open Molecules 2025 dataset. Energies are from the ωB97M-V functional and the def2-TZVPD basis.

Values from the calculation:
LUMO energy (alpha / beta) = -0.58 / -0.57 eV
orbital gap (alpha / beta) = 5.3 / 7.5 eV

The geometry in ORCA input format:
```
! RIJCOSX wB97M-V def2-TZVPD def2/J DEFGRID3
* xyz 0 3
F 5.92658 -0.08915 -4.54302
O -1.53858 1.66702 1.39712
H -2.43818 -2.72740 3.71892
H 1.23767 3.14134 4.51144
H -4.37194 -3.61574 -0.31441
C 0.77564 1.89320 -4.64204
C -1.25830 1.42657 4.22729
C 0.91274 2.58650 3.62255
H -1.21461 3.50213 4.74247
C 0.13966 1.34599 3.98252
C -3.51299 0.31396 4.46496
H -0.94856 2.94166 -3.85194
N -2.61439 -3.20689 0.58798
H 0.30449 3.24877 3.01196
C 4.97571 0.62714 -2.50712
C -1.90111 2.78529 4.29328
F 6.31772 1.95457 -3.92336
C 0.07435 -1.05147 4.43249
H -1.63719 -2.99045 5.26151
H -3.43081 -0.84614 -3.04019
H 2.70547 -0.71101 4.81933
H -4.01231 0.90194 -0.44674
C -2.17472 -2.25630 4.66653
H 1.21373 -2.38106 5.68234
C 6.12179 0.70622 -3.46540
C -1.46677 -3.19775 -1.90240
N -3.22201 0.10302 -2.76319
H 0.19354 -3.21595 4.50555
H -3.85833 0.20877 5.49619
C 0.81393 0.11466 4.19159
C 0.82260 -2.34574 4.66091
C 4.60346 -0.61681 -2.01101
H 3.13272 -0.32507 -5.11887
C 0.80119 0.16550 1.00563
C -0.56919 2.03619 -4.31233
H -3.09575 -2.03072 5.20007
F 7.27587 0.29862 -2.90205
H -3.41490 -3.62631 -2.65362
H -2.08883 -0.68826 -1.19396
S -3.11693 1.06862 -4.07103
H 3.26226 -1.68571 -0.72141
H 4.58108 2.72965 -2.49775
H 2.71229 -0.03435 3.18591
H -2.82747 2.20714 -0.71852
H 1.46685 2.70319 -4.43216
H -2.80245 2.76833 4.90007
C 1.72695 0.29562 0.20101
C -1.26806 -2.96602 0.46078
O -3.35234 2.40973 -3.63145
H 2.82549 0.45126 -6.67072
C -1.43768 0.98808 -4.57559
S -0.20253 -2.62595 1.70164
C -2.30030 0.84639 0.82100
C 3.54230 -0.72139 -1.12885
H -1.68471 -0.98933 -5.38779
H 2.71284 1.02884 4.59218
H -1.37192 0.72011 -1.91876
H -2.15960 3.15042 3.29580
C 3.21980 1.65676 -1.22876
H 3.29421 1.42575 -5.27339
C -2.32161 0.28944 -1.60515
C 2.70758 0.56509 -5.58906
C -3.31365 -3.42200 -0.47906
N -0.75914 -2.97093 -0.80871
Ti -0.73805 -0.07168 2.34471
O -2.44453 -0.32596 1.32881
C 1.25391 0.72578 -5.22617
H 1.79102 2.32914 3.03799
C -1.35150 -1.00464 4.45185
C -0.98199 -0.18911 -5.16722
H -3.90051 1.24780 4.07041
H -3.95577 -0.48850 3.87813
C 0.35369 -0.30938 -5.48776
C -2.79628 -3.43639 -1.78882
H 0.22155 -2.72125 -0.86591
H 2.67673 2.54189 -0.92192
C -2.00941 0.25882 4.37843
H 5.15264 -1.50179 -2.31652
H -0.92944 -3.17998 -2.84243
H 0.71622 -1.22195 -5.95492
H 1.66599 -2.43832 3.97765
C 2.82335 0.41544 -0.71466
C -2.95113 1.14905 -0.50135
O -3.91519 0.43034 -5.07740
C 4.28515 1.76103 -2.11263
C 2.32094 0.09405 4.19850
*
```

Löwdin atomic charge list, values in e, 8 entries: F 0.122; O -0.041; H 0.076; H 0.097; H 0.123; C -0.022; C -0.217; C -0.033


The strongest force on any atom results, record by record, are as follows: 0.06405 0.04584 0.01084 0.03833 hartree/bohr.